# 1
{
  "formula": "C26H78BrMnO13",
  "method": "ωB97M-V/def2-TZVPD",
  "species": ["Mn", "Br", "C", "C", "O", "H", "H", "H", "H", "H", "H", "C", "C", "O", "H", "H", "H", "H", "H", "H", "C", "C", "O", "H", "H", "H", "H", "H", "H", "C", "C", "O", "H", "H", "H", "H", "H", "H", "C", "C", "O", "H", "H", "H", "H", "H", "H", "C", "C", "O", "H", "H", "H", "H", "H", "H", "C", "C", "O", "H", "H", "H", "H", "H", "H", "C", "C", "O", "H", "H", "H", "H", "H", "H", "C", "C", "O", "H", "H", "H", "H", "H", "H", "C", "C", "O", "H", "H", "H", "H", "H", "H", "C", "C", "O", "H", "H", "H", "H", "H", "H", "C", "C", "O", "H", "H", "H", "H", "H", "H", "C", "C", "O", "H", "H", "H", "H", "H", "H"],
  "xyz": [[0.283, -1.120, 1.747], [0.086, 0.293, -0.329], [4.915, 1.617, -2.488], [3.643, 0.839, -2.827], [4.143, -0.215, -3.573], [5.452, 1.031, -1.742], [4.558, 2.471, -1.913], [5.530, 1.962, -3.320], [2.981, 1.441, -3.450], [3.128, 0.571, -1.904], [3.408, -0.801, -3.773], [-0.860, 2.802, 3.100], [-0.465, 1.500, 3.795], [0.443, 0.731, 2.974], [-0.654, 3.609, 3.803], [-1.929, 2.864, 2.897], [-0.271, 3.119, 2.239], [-1.259, 0.803, 4.060], [-0.101, 1.672, 4.808], [1.301, 1.128, 3.141], [-1.979, 4.492, -0.260], [-2.845, 5.681, -0.664], [-4.241, 5.466, -0.412], [-0.938, 4.602, -0.566], [-2.311, 3.590, -0.775], [-2.115, 4.403, 0.818], [-2.784, 5.897, -1.730], [-2.470, 6.485, -0.031], [-4.299, 4.539, -0.653], [0.962, -5.042, 0.735], [-0.058, -4.215, 1.526], [-0.051, -2.983, 0.835], [1.983, -4.661, 0.770], [0.783, -5.121, -0.338], [1.172, -6.043, 1.112], [0.134, -4.158, 2.598], [-1.038, -4.673, 1.395], [-0.448, -3.138, -0.025], [4.270, -1.571, 0.445], [3.472, -0.833, 1.477], [2.299, -1.553, 1.630], [5.077, -0.902, 0.146], [3.670, -1.810, -0.433], [4.796, -2.451, 0.814], [3.286, 0.229, 1.318], [4.040, -0.824, 2.407], [2.616, -2.390, 1.977], [0.573, -3.201, 5.909], [0.936, -1.936, 5.014], [0.139, -1.918, 3.882], [0.622, -4.062, 5.242], [-0.410, -3.156, 6.378], [1.282, -3.381, 6.716], [1.998, -1.983, 4.771], [0.707, -0.989, 5.502], [-0.722, -2.271, 4.118], [-3.186, -4.187, -3.932], [-3.444, -3.356, -2.689], [-2.294, -3.202, -1.992], [-2.863, -5.198, -3.687], [-2.442, -3.865, -4.661], [-4.173, -4.387, -4.348], [-4.041, -3.881, -1.942], [-3.988, -2.417, -2.789], [-1.975, -2.324, -2.212], [-1.714, -0.537, -5.571], [-1.843, -0.288, -4.069], [-0.831, -0.755, -3.220], [-1.158, -1.458, -5.744], [-1.136, 0.347, -5.841], [-2.577, -0.586, -6.235], [-2.798, -0.755, -3.830], [-2.061, 0.762, -3.871], [-0.908, -0.196, -2.444], [1.494, -3.926, -2.713], [1.734, -3.326, -4.047], [1.837, -1.889, -3.958], [2.207, -3.750, -1.907], [1.376, -5.009, -2.734], [0.500, -3.633, -2.374], [0.973, -3.582, -4.783], [2.674, -3.751, -4.401], [0.958, -1.695, -3.623], [-4.493, 1.654, -2.766], [-5.884, 2.214, -3.272], [-6.903, 1.883, -2.372], [-4.184, 1.933, -1.758], [-3.737, 2.073, -3.430], [-4.513, 0.569, -2.875], [-6.211, 1.670, -4.158], [-5.829, 3.302, -3.308], [-7.769, 1.925, -2.783], [-3.794, -1.011, 0.807], [-2.833, -0.320, 1.819], [-1.972, -1.354, 2.133], [-4.442, -0.363, 0.216], [-4.365, -1.782, 1.324], [-3.240, -1.577, 0.058], [-3.373, 0.180, 2.624], [-2.150, 0.377, 1.334], [-2.476, -2.033, 2.588], [3.514, 3.053, 5.292], [3.576, 1.727, 4.598], [3.082, 1.897, 3.267], [3.994, 3.172, 6.264], [2.485, 3.315, 5.535], [4.050, 3.803, 4.710], [3.180, 0.922, 5.217], [4.631, 1.461, 4.543], [3.828, 2.321, 2.838], [2.967, 5.263, 0.187], [2.229, 4.026, 0.531], [2.708, 2.994, -0.333], [3.193, 5.438, -0.865], [3.920, 5.315, 0.714], [2.462, 6.172, 0.512], [1.176, 4.194, 0.303], [2.347, 3.717, 1.570], [2.068, 2.279, -0.343]],
  "lowdin_spin": [4.698, 0.065, 0.000, 0.000, 0.000, 0.000, 0.000, 0.000, 0.000, 0.000, 0.000, 0.001, 0.005, 0.035, 0.000, 0.000, 0.000, 0.000, 0.001, 0.001, 0.000, 0.000, 0.000, 0.000, 0.000, 0.000, 0.000, 0.000, 0.000, 0.001, 0.005, 0.043, 0.000, 0.000, 0.000, 0.000, 0.001, 0.002, 0.001, 0.005, 0.048, 0.000, 0.000, 0.000, 0.000, 0.001, 0.003, 0.001, 0.003, 0.030, 0.000, 0.000, 0.000, 0.000, 0.000, 0.001, 0.000, 0.000, 0.000, 0.000, 0.000, 0.000, 0.000, 0.000, 0.000, 0.000, 0.000, 0.002, 0.000, 0.000, 0.000, 0.000, 0.000, 0.002, 0.000, 0.000, 0.000, 0.000, 0.000, 0.000, 0.000, 0.000, 0.000, 0.000, 0.000, 0.000, 0.000, 0.000, 0.000, 0.000, 0.000, 0.000, 0.001, 0.003, 0.033, 0.000, 0.000, 0.000, 0.000, 0.001, 0.002, 0.000, 0.000, 0.000, 0.000, 0.000, 0.000, 0.000, 0.000, 0.000, 0.000, 0.000, 0.001, 0.000, 0.000, 0.000, 0.000, 0.000, 0.001],
  "total_charge": 1,
  "homo_ev": [-10.93, -10.93],
  "multiplicity": 6,
  "s_squared": 8.753,
  "orbital_gap_ev": [8.31, 8.30]
}

=====

# 2
{
  "formula": "C26H78N6O9P2S7",
  "method": "ωB97M-V/def2-TZVPD",
  "species": ["O", "P", "N", "C", "C", "N", "C", "C", "N", "C", "C", "H", "H", "H", "H", "H", "H", "H", "H", "H", "H", "H", "H", "H", "H", "H", "H", "H", "H", "O", "P", "N", "C", "C", "N", "C", "C", "N", "C", "C", "H", "H", "H", "H", "H", "H", "H", "H", "H", "H", "H", "H", "H", "H", "H", "H", "H", "H", "C", "S", "O", "C", "H", "H", "H", "H", "H", "H", "C", "S", "O", "C", "H", "H", "H", "H", "H", "H", "C", "S", "O", "C", "H", "H", "H", "H", "H", "H", "C", "S", "O", "C", "H", "H", "H", "H", "H", "H", "C", "S", "O", "C", "H", "H", "H", "H", "H", "H", "C", "S", "O", "C", "H", "H", "H", "H", "H", "H", "C", "S", "O", "C", "H", "H", "H", "H", "H", "H"],
  "xyz": [[-1.015, -2.403, -4.538], [-1.825, -2.704, -5.716], [-3.520, -2.091, -5.731], [-3.932, -1.263, -4.634], [-4.534, -2.654, -6.653], [-2.087, -4.400, -5.996], [-2.103, -5.019, -7.365], [-2.674, -5.212, -4.925], [-1.180, -2.271, -7.240], [-1.692, -1.039, -7.951], [0.208, -2.611, -7.532], [-3.168, -0.988, -3.907], [-4.763, -1.673, -4.059], [-4.411, -0.419, -5.129], [-4.730, -3.673, -6.320], [-4.147, -2.691, -7.671], [-5.544, -2.246, -6.614], [-1.750, -6.029, -7.156], [-3.146, -5.015, -7.679], [-1.412, -4.593, -8.093], [-3.264, -4.599, -4.244], [-3.237, -6.099, -5.218], [-1.766, -5.547, -4.423], [-1.527, -0.154, -7.336], [-1.096, -0.864, -8.847], [-2.735, -1.088, -8.261], [0.602, -2.384, -8.523], [0.421, -3.665, -7.353], [0.938, -2.139, -6.875], [8.393, -5.179, -2.443], [9.124, -4.659, -3.619], [10.683, -4.115, -3.288], [10.999, -3.561, -1.978], [11.770, -3.755, -4.163], [8.436, -3.185, -4.269], [7.230, -2.551, -3.617], [9.016, -2.556, -5.509], [9.162, -5.848, -4.905], [8.054, -5.990, -5.885], [9.903, -7.027, -4.804], [11.126, -4.329, -1.215], [10.250, -2.840, -1.651], [11.932, -2.997, -1.963], [12.618, -4.403, -3.944], [12.059, -2.705, -4.223], [11.495, -4.181, -5.127], [7.440, -2.052, -2.671], [6.727, -1.820, -4.249], [6.564, -3.352, -3.296], [9.047, -3.126, -6.438], [8.341, -1.754, -5.809], [9.969, -2.074, -5.293], [8.496, -5.902, -6.878], [7.561, -6.962, -5.873], [7.290, -5.217, -5.808], [10.671, -6.933, -4.035], [10.426, -7.085, -5.758], [9.271, -7.874, -4.537], [-1.384, 6.002, -3.542], [-0.767, 7.696, -3.082], [-1.558, 7.886, -1.781], [0.929, 7.362, -2.387], [-0.629, 5.314, -3.923], [-2.271, 6.065, -4.172], [-1.541, 5.606, -2.539], [0.933, 7.234, -1.304], [1.535, 8.218, -2.684], [1.368, 6.421, -2.717], [-1.034, -5.403, 3.018], [-2.672, -4.592, 2.971], [-3.649, -5.552, 2.287], [-3.029, -4.816, 4.810], [-0.328, -4.909, 3.685], [-0.527, -5.319, 2.057], [-1.035, -6.491, 3.072], [-2.150, -4.837, 5.453], [-3.395, -5.834, 4.941], [-3.690, -4.070, 5.253], [-8.123, 0.386, 2.395], [-9.295, 1.695, 1.831], [-9.602, 1.663, 0.336], [-10.680, 0.990, 2.825], [-8.635, -0.577, 2.397], [-7.688, 0.538, 3.382], [-7.277, 0.286, 1.715], [-11.461, 1.750, 2.835], [-10.241, 0.986, 3.823], [-10.871, -0.003, 2.417], [0.780, 1.273, 2.081], [0.600, 2.727, 3.262], [0.515, 1.927, 4.568], [-1.059, 3.142, 2.765], [0.257, 0.385, 2.436], [1.811, 0.955, 1.930], [0.546, 1.439, 1.029], [-1.416, 2.533, 1.935], [-1.261, 4.193, 2.557], [-1.656, 2.986, 3.664], [2.525, -1.468, 11.803], [0.982, -2.421, 11.559], [0.605, -2.754, 12.945], [0.037, -0.897, 11.152], [2.278, -0.607, 12.422], [2.824, -0.948, 10.893], [3.330, -2.001, 12.309], [0.396, -0.600, 10.167], [0.235, -0.145, 11.915], [-1.032, -1.107, 11.131], [-6.671, 5.961, 9.544], [-6.619, 5.358, 7.778], [-7.460, 4.093, 7.594], [-7.442, 6.859, 6.998], [-6.469, 5.108, 10.192], [-7.497, 6.573, 9.905], [-5.848, 6.670, 9.631], [-8.492, 7.047, 7.223], [-7.280, 6.895, 5.921], [-6.882, 7.743, 7.302], [-3.232, 12.380, 4.253], [-2.778, 12.172, 6.055], [-4.072, 11.894, 6.750], [-1.883, 10.575, 5.665], [-3.968, 13.175, 4.133], [-3.449, 11.452, 3.723], [-2.396, 12.806, 3.698], [-1.643, 10.066, 6.598], [-0.893, 10.588, 5.211], [-2.516, 9.841, 5.167]],
  "mulliken_charge": [-0.841, 0.391, 0.281, -1.089, -1.048, 0.216, -1.130, -1.166, 0.275, -0.948, -1.101, 0.324, 0.343, 0.351, 0.271, 0.296, 0.383, 0.482, 0.292, 0.324, 0.330, 0.381, 0.377, 0.315, 0.353, 0.263, 0.356, 0.384, 0.335, -0.841, 0.426, 0.234, -1.098, -1.303, 0.188, -0.872, -0.854, 0.287, -1.061, -1.140, 0.284, 0.280, 0.451, 0.411, 0.390, 0.437, 0.287, 0.313, 0.316, 0.260, 0.373, 0.233, 0.336, 0.334, 0.309, 0.342, 0.367, 0.312, -0.844, 0.486, -0.630, -0.789, 0.330, 0.296, 0.291, 0.290, 0.281, 0.291, -0.961, 0.517, -0.625, -0.889, 0.347, 0.332, 0.342, 0.311, 0.314, 0.310, -0.912, 0.474, -0.604, -0.872, 0.289, 0.349, 0.325, 0.322, 0.323, 0.305, -0.993, 0.476, -0.627, -0.774, 0.326, 0.338, 0.366, 0.270, 0.331, 0.287, -0.948, 0.507, -0.597, -0.893, 0.300, 0.372, 0.318, 0.336, 0.290, 0.313, -0.929, 0.478, -0.601, -0.894, 0.309, 0.334, 0.344, 0.318, 0.321, 0.321, -0.901, 0.481, -0.584, -0.996, 0.326, 0.289, 0.351, 0.337, 0.376, 0.320],
  "total_charge": 0,
  "homo_ev": -8.16,
  "multiplicity": 1,
  "orbital_gap_ev": 8.31
}

=====

# 3
{
  "formula": "C26H78O26",
  "method": "ωB97M-V/def2-TZVPD",
  "species": ["C", "C", "O", "O", "H", "H", "H", "H", "H", "H", "C", "C", "O", "O", "H", "H", "H", "H", "H", "H", "C", "C", "O", "O", "H", "H", "H", "H", "H", "H", "C", "C", "O", "O", "H", "H", "H", "H", "H", "H", "C", "C", "O", "O", "H", "H", "H", "H", "H", "H", "C", "C", "O", "O", "H", "H", "H", "H", "H", "H", "C", "C", "O", "O", "H", "H", "H", "H", "H", "H", "C", "C", "O", "O", "H", "H", "H", "H", "H", "H", "C", "C", "O", "O", "H", "H", "H", "H", "H", "H", "C", "C", "O", "O", "H", "H", "H", "H", "H", "H", "C", "C", "O", "O", "H", "H", "H", "H", "H", "H", "C", "C", "O", "O", "H", "H", "H", "H", "H", "H", "C", "C", "O", "O", "H", "H", "H", "H", "H", "H"],
  "xyz": [[-5.091, -6.283, -1.367], [-3.820, -5.987, -2.124], [-3.660, -6.608, -3.403], [-4.953, -7.657, -0.833], [-5.943, -6.272, -2.047], [-5.203, -5.711, -0.445], [-2.814, -6.169, -1.745], [-3.651, -4.912, -2.190], [-3.650, -7.551, -3.221], [-5.723, -8.192, -1.040], [0.486, 5.568, 5.360], [1.043, 6.914, 4.827], [0.204, 7.301, 3.754], [0.556, 4.621, 4.366], [-0.551, 5.712, 5.663], [0.966, 5.355, 6.315], [2.063, 6.667, 4.533], [1.211, 7.770, 5.481], [-0.474, 7.904, 4.067], [0.203, 4.989, 3.553], [0.629, -7.907, 1.637], [0.407, -8.693, 2.952], [0.316, -10.095, 2.628], [1.853, -8.229, 1.104], [0.313, -6.865, 1.685], [-0.108, -8.370, 0.981], [-0.509, -8.584, 3.531], [1.276, -8.554, 3.595], [-0.499, -10.241, 2.143], [1.887, -9.165, 0.896], [5.593, 2.149, 7.110], [5.985, 2.166, 5.632], [5.156, 3.086, 4.956], [6.724, 1.708, 7.923], [4.674, 1.568, 7.189], [5.360, 3.163, 7.436], [5.736, 1.165, 5.278], [7.055, 2.374, 5.597], [4.276, 2.722, 5.079], [7.009, 0.908, 7.475], [4.668, 4.513, -0.523], [6.052, 4.121, -1.008], [6.003, 2.997, -1.843], [3.882, 4.991, -1.596], [4.855, 5.412, 0.064], [4.171, 3.675, -0.035], [6.747, 4.011, -0.175], [6.496, 4.914, -1.610], [5.625, 3.304, -2.670], [4.131, 5.918, -1.594], [-3.392, 2.276, -7.756], [-2.313, 2.597, -8.774], [-2.572, 2.054, -10.001], [-3.440, 0.908, -7.391], [-4.394, 2.621, -8.014], [-3.307, 2.812, -6.811], [-1.330, 2.271, -8.435], [-2.124, 3.648, -8.990], [-2.919, 1.178, -9.819], [-2.813, 0.665, -6.706], [-4.328, 4.937, 1.294], [-5.394, 4.949, 2.361], [-6.571, 5.561, 1.654], [-4.615, 4.126, 0.173], [-3.449, 4.407, 1.661], [-4.097, 5.875, 0.790], [-5.129, 5.494, 3.267], [-5.600, 3.955, 2.758], [-6.367, 5.287, 0.757], [-4.407, 4.773, -0.505], [6.131, -2.924, 1.546], [6.945, -4.201, 1.191], [6.385, -5.305, 1.939], [7.007, -1.829, 1.281], [6.010, -2.838, 2.626], [5.237, -2.812, 0.934], [7.973, -4.212, 1.553], [7.009, -4.419, 0.125], [5.604, -5.678, 1.523], [6.400, -1.143, 0.993], [-7.663, -0.999, -0.567], [-7.862, -1.061, -2.134], [-9.200, -0.834, -2.494], [-6.320, -1.075, -0.224], [-8.135, -1.874, -0.119], [-7.924, -0.027, -0.149], [-7.464, -2.007, -2.501], [-7.255, -0.272, -2.578], [-9.233, 0.095, -2.734], [-5.806, -0.321, -0.523], [0.528, 0.668, -1.096], [0.375, 0.131, 0.310], [0.713, -1.356, 0.401], [-0.304, -0.025, -2.050], [1.573, 0.581, -1.393], [0.257, 1.704, -1.298], [-0.576, 0.219, 0.837], [1.036, 0.546, 1.071], [0.954, -1.557, 1.309], [-0.512, -0.852, -1.609], [3.700, -6.006, -6.013], [2.855, -5.628, -4.812], [2.100, -4.526, -5.007], [4.580, -4.928, -6.285], [3.122, -6.044, -6.936], [4.199, -6.965, -5.880], [3.417, -5.581, -3.879], [2.143, -6.371, -4.453], [2.137, -3.779, -4.406], [4.269, -4.038, -6.465], [-0.239, -2.128, 6.295], [-1.322, -3.192, 6.024], [-1.180, -4.312, 6.853], [1.093, -2.599, 5.860], [-0.217, -1.755, 7.318], [-0.618, -1.323, 5.665], [-1.134, -3.549, 5.012], [-2.281, -2.701, 6.193], [-1.965, -4.865, 6.832], [1.467, -3.362, 6.306], [-1.475, 8.897, -3.738], [-1.548, 7.434, -3.495], [-2.908, 6.996, -3.655], [-1.505, 9.165, -5.215], [-0.661, 9.428, -3.245], [-2.379, 9.217, -3.221], [-1.293, 7.365, -2.438], [-0.797, 6.877, -4.056], [-3.199, 6.957, -4.569], [-0.653, 8.976, -5.615]],
  "mulliken_charge": [-0.240, -0.451, -0.538, -0.543, 0.288, 0.225, 0.315, 0.336, 0.312, 0.296, -0.290, -0.462, -0.528, -0.468, 0.243, 0.328, 0.194, 0.373, 0.310, 0.297, -0.347, -0.349, -0.542, -0.517, 0.360, 0.226, 0.311, 0.223, 0.301, 0.334, -0.287, -0.511, -0.466, -0.513, 0.273, 0.273, 0.303, 0.352, 0.279, 0.299, -0.335, -0.417, -0.514, -0.518, 0.297, 0.238, 0.349, 0.274, 0.298, 0.326, -0.473, -0.227, -0.497, -0.534, 0.263, 0.312, 0.233, 0.292, 0.316, 0.315, -0.618, -0.181, -0.510, -0.528, 0.188, 0.460, 0.291, 0.224, 0.320, 0.352, -0.154, -0.442, -0.537, -0.511, 0.187, 0.311, 0.266, 0.288, 0.295, 0.300, -0.210, -0.362, -0.501, -0.520, 0.227, 0.254, 0.224, 0.286, 0.308, 0.292, -0.229, -0.484, -0.527, -0.503, 0.209, 0.275, 0.302, 0.351, 0.276, 0.327, -0.265, -0.381, -0.536, -0.556, 0.258, 0.276, 0.280, 0.307, 0.311, 0.308, -0.423, -0.283, -0.521, -0.534, 0.309, 0.284, 0.236, 0.319, 0.301, 0.312, -0.469, -0.212, -0.513, -0.523, 0.317, 0.270, 0.247, 0.297, 0.288, 0.298],
  "total_charge": 0,
  "homo_ev": -9.87,
  "multiplicity": 1,
  "orbital_gap_ev": 9.60
}